# 1
20
Properties=species:S:1:pos:R:3:mulliken_charge:R:1 method="wB97M-V/def2-TZVPD" orbital_gap_ev=8.6 smiles="C=C(C)/C=C/C=C/C" e_homo_ev=-7.994 e_above_lowest_kcal_mol=24.4 lumo_energy_ev=0.63
C -2.235 0.371 -2.073 -1.058
C -2.139 0.105 -0.773 0.957
C -3.274 -0.603 -0.078 -1.366
C -0.949 0.296 0.071 -0.439
C 0.337 0.449 -0.284 -0.254
C 1.380 0.218 0.708 -0.349
C 2.637 -0.128 0.408 -0.132
C 3.808 -0.105 1.345 -1.097
H -1.495 0.954 -2.608 0.267
H -3.156 0.204 -2.605 0.298
H -2.895 -1.264 0.708 0.333
H -3.913 -1.124 -0.787 0.383
H -3.945 0.009 0.529 0.307
H -1.207 0.327 1.112 0.303
H 0.504 0.559 -1.350 0.296
H 1.096 0.361 1.748 0.275
H 2.853 -0.418 -0.617 0.335
H 3.903 0.877 1.804 0.308
H 3.980 -0.944 2.018 0.294
H 4.708 -0.146 0.725 0.340

=====

# 2
91
Properties=species:S:1:pos:R:3:mulliken_charge:R:1 method="wB97M-V/def2-TZVPD" orbital_gap_ev=9.5 smiles=COC[C@H](C)N.COC[C@H](C)N.COC[C@H](C)N.COC[C@H](C)N.COC[C@H](C)N.CO e_homo_ev=-8.750 e_above_lowest_kcal_mol=23.4 lumo_energy_ev=0.75
C -3.189 -18.654 -11.057 -0.234
O -2.224 -19.151 -11.936 -0.325
C -1.237 -19.976 -11.312 0.477
C -0.141 -20.253 -12.282 0.289
C 0.892 -21.214 -11.687 -1.122
N 0.441 -18.990 -12.705 -0.048
H -2.731 -18.368 -10.078 -0.007
H -3.968 -19.398 -10.850 0.356
H -3.630 -17.717 -11.477 0.075
H -0.796 -19.510 -10.382 -0.957
H -1.733 -20.842 -10.886 0.427
H -0.590 -20.872 -13.114 0.266
H 0.437 -22.178 -11.425 0.487
H 1.198 -20.763 -10.684 -0.156
H 1.708 -21.334 -12.364 0.449
H 1.261 -19.175 -13.321 0.329
H -0.155 -18.462 -13.284 -0.255
C 1.004 -20.675 -7.307 -0.876
O -0.214 -20.552 -8.016 -0.237
C -1.128 -19.523 -7.606 0.209
C -2.333 -20.067 -6.905 0.447
C -1.891 -20.613 -5.541 -1.315
N -3.034 -21.079 -7.696 -0.631
H 1.512 -19.721 -7.172 0.324
H 1.704 -21.265 -7.934 0.285
H 1.069 -21.197 -6.347 0.316
H -0.494 -18.849 -6.979 0.620
H -1.484 -19.040 -8.533 -0.911
H -2.956 -19.135 -6.742 0.240
H -2.721 -20.889 -4.879 0.392
H -1.319 -19.851 -4.981 0.327
H -1.212 -21.470 -5.724 0.230
H -2.376 -21.757 -7.857 0.262
H -3.840 -21.465 -7.156 0.271
C 1.771 -16.336 -15.328 -0.556
O 0.487 -16.570 -15.742 -0.429
C -0.445 -15.893 -14.928 0.246
C -1.802 -16.257 -15.463 0.067
C -2.947 -15.457 -14.733 -1.028
N -2.212 -17.707 -15.424 -0.640
H 1.902 -15.251 -15.295 0.373
H 2.386 -16.841 -16.069 0.316
H 1.878 -16.693 -14.269 0.053
H -0.445 -16.144 -13.843 -0.615
H -0.240 -14.857 -14.921 0.695
H -1.827 -16.015 -16.537 0.451
H -3.785 -15.852 -15.221 0.461
H -2.816 -14.368 -14.868 0.348
H -2.789 -15.734 -13.696 -0.065
H -1.778 -18.029 -14.563 0.112
H -1.815 -18.219 -16.190 0.310
C 4.854 -16.488 -12.783 -0.686
O 4.519 -16.862 -11.481 -0.443
C 3.180 -17.220 -11.303 -0.217
C 2.896 -17.801 -9.915 0.379
C 3.478 -19.159 -9.751 -1.479
N 1.481 -17.837 -9.713 0.153
H 4.122 -15.748 -13.155 0.220
H 4.839 -17.368 -13.375 0.319
H 5.824 -15.986 -12.766 0.277
H 2.501 -16.337 -11.390 0.309
H 2.871 -17.997 -11.986 0.088
H 3.294 -17.179 -9.114 0.477
H 3.421 -19.466 -8.700 0.259
H 4.541 -19.149 -9.914 0.511
H 3.056 -19.907 -10.407 0.116
H 1.146 -16.853 -9.657 0.044
H 0.983 -18.164 -10.552 -0.410
C -1.836 -11.986 -8.806 -0.894
O -2.419 -13.228 -9.116 -0.243
C -3.669 -13.316 -8.391 -0.982
C -4.212 -14.679 -8.790 0.752
C -4.270 -14.753 -10.324 -1.046
N -5.397 -14.904 -7.997 -0.725
H -1.594 -11.885 -7.739 0.341
H -2.505 -11.100 -9.093 0.263
H -0.951 -11.897 -9.439 0.267
H -3.519 -13.190 -7.307 0.435
H -4.360 -12.531 -8.709 0.374
H -3.433 -15.425 -8.463 -0.024
H -3.270 -14.587 -10.726 0.252
H -4.933 -13.995 -10.754 0.317
H -4.676 -15.723 -10.637 0.287
H -5.681 -15.885 -7.966 0.298
H -6.194 -14.445 -8.446 0.263
C -0.986 -15.406 -11.266 -0.059
O -0.770 -15.307 -9.884 -0.585
H -1.810 -16.131 -11.496 0.070
H -1.178 -14.489 -11.811 0.476
H -0.063 -15.702 -11.675 -0.162
H -1.374 -14.710 -9.442 0.302

=====

# 3
15
Properties=species:S:1:pos:R:3:mulliken_charge:R:1 method="wB97M-V/def2-TZVPD" orbital_gap_ev=9.8 smiles=C#C[C@H]1SC[C@H]2N[C@H]21 e_homo_ev=-8.896 e_above_lowest_kcal_mol=93.6 lumo_energy_ev=0.86
C -3.112 -0.159 -0.387 0.172
C -2.042 -0.198 0.154 -1.178
C -0.695 -0.258 0.685 0.281
S 0.027 -1.678 -0.230 -0.191
C 1.551 -1.021 -0.060 -0.615
C 1.471 0.557 -0.110 -0.049
N 0.523 1.148 -0.885 -0.613
C 0.124 0.950 0.488 -0.450
H -3.988 0.016 -0.935 0.462
H -0.594 -0.308 1.832 0.352
H 2.310 -1.471 -0.828 0.359
H 2.138 -1.242 0.873 0.310
H 2.378 1.152 -0.027 0.390
H -0.125 0.660 -1.651 0.325
H 0.033 1.851 1.082 0.444